Record 1
C31H39N6O7P3Tl | ωB97M-V/def2-TZVPD

Each line ends with the Löwdin charge.
Cartesian coordinates (Å):
1 C 3.349 -0.474 -4.441  -0.083
2 C 1.443 3.925 0.125  -0.111
3 C -2.528 3.349 -2.632  -0.052
4 O 3.400 -2.647 3.339  -0.136
5 C -3.676 -2.176 -1.340  -0.178
6 C -1.695 2.452 -1.948  -0.327
7 H 1.846 5.700 1.255  0.097
8 H -2.670 4.982 -3.999  0.096
9 C -3.270 -1.110 3.020  -0.215
10 P 3.025 -2.728 -0.691  0.190
11 H -0.211 5.181 -4.286  0.093
12 H -4.517 0.495 2.323  0.096
13 C 3.498 4.332 1.303  -0.100
14 H -3.345 -5.727 -3.474  0.100
15 N -2.536 1.184 2.252  -0.052
16 N -2.254 1.417 -1.228  0.106
17 P 2.437 -2.381 2.060  0.126
18 C -1.208 -4.490 -0.409  -0.017
19 H -1.160 -1.460 5.271  0.116
20 Tl -0.105 -1.295 0.586  0.881
21 H 0.045 2.494 2.078  0.096
22 N -3.908 -3.152 -2.268  0.108
23 H -0.154 -6.322 -0.662  0.108
24 H -2.088 3.150 2.827  0.102
25 H 0.162 2.534 3.849  0.113
26 P 0.820 1.479 -1.124  1.085
27 H 4.316 -2.644 3.033  0.068
28 C -2.243 -3.708 -0.922  -0.242
29 C 0.206 3.575 -2.927  -0.099
30 O 3.258 -3.162 0.928  -0.279
31 H 1.093 0.561 2.516  0.064
32 H 4.964 2.770 1.182  0.104
33 H -4.252 -1.263 -1.313  0.118
34 H -1.920 0.060 4.817  0.091
35 C 2.173 -1.047 -3.986  -0.072
36 H 3.340 2.362 -2.597  0.097
37 O 1.098 -2.977 2.345  -0.374
38 H -3.803 0.820 3.888  0.096
39 H -1.650 0.936 -0.579  -0.018
40 C -1.814 2.126 3.109  -0.216
41 H 3.277 -0.854 0.194  0.005
42 C 3.000 1.411 -2.986  -0.105
43 H -3.940 -1.541 3.784  0.107
44 H 1.281 3.669 -3.029  0.103
45 H 0.447 4.240 -0.163  0.103
46 H 4.110 4.968 1.931  0.095
47 H -3.489 -1.597 2.067  0.092
48 N -1.865 -1.330 3.272  -0.099
49 O 1.530 -2.666 -0.867  -0.449
50 C 1.420 -0.400 -3.020  -0.112
51 C 1.837 0.823 -2.499  -0.366
52 C -0.627 4.430 -3.627  -0.107
53 H 0.526 -0.869 -2.632  0.089
54 H 3.583 1.329 -0.262  0.096
55 H 1.862 -2.019 -4.344  0.111
56 C -1.271 -0.737 4.453  -0.193
57 C 3.980 3.102 0.876  -0.076
58 H -4.596 -3.142 -2.998  0.146
59 C -2.757 -5.385 -2.632  -0.037
60 H 4.674 1.208 -4.302  0.097
61 O 3.852 -3.613 -1.523  -0.306
62 C -0.281 1.997 2.994  -0.198
63 H -1.842 0.523 1.908  0.019
64 C 3.204 2.286 0.070  -0.091
65 N -2.714 -2.462 -0.520  0.062
66 C -2.002 4.315 -3.467  -0.107
67 H -0.601 -4.148 0.420  0.083
68 C -1.726 -6.143 -2.111  -0.099
69 H 3.961 -0.995 -5.165  0.099
70 H 0.788 -1.015 3.968  0.089
71 O 2.444 -0.898 1.745  -0.391
72 C -0.962 -5.700 -1.024  -0.073
73 C 2.229 4.743 0.922  -0.096
74 H -2.111 2.008 4.159  0.092
75 N 0.155 0.621 2.902  -0.115
76 C -3.588 0.399 2.900  -0.218
77 C 0.124 -0.169 4.127  -0.189
78 H -3.185 1.558 -0.873  0.086
79 H -1.498 -7.102 -2.559  0.096
80 C -0.300 2.593 -2.081  -0.303
81 H -3.602 3.267 -2.505  0.102
82 H -1.596 -2.300 3.172  0.105
83 C -2.996 -4.159 -2.023  -0.206
84 O 3.635 -1.228 -0.653  -0.179
85 C 3.752 0.760 -3.951  -0.085
86 C 1.926 2.695 -0.322  -0.373
87 H 0.486 0.403 4.998  0.116

Cartesian forces (eV/Å) of the 2 atoms listed first:
C 0.00 0.00 -0.05
C 0.03 -0.05 -0.13

Computed properties:
DFT total energy ... -88624.6428 eV
Charge ... -1
HOMO energy ... -5.2 eV



Record 2
C31H40AsBrN6O5Sc | ωB97M-V/def2-TZVPD

Each line ends with the Löwdin charge.
Cartesian coordinates (Å):
1 C -4.693 2.579 0.305  0.020
2 C -2.290 4.554 2.307  0.028
3 H -5.091 3.394 -0.294  0.097
4 H -3.950 4.467 -3.005  0.104
5 O 0.594 1.790 -0.786  -0.283
6 C 0.354 -7.201 -3.319  -0.069
7 H 0.103 4.940 3.250  0.133
8 H -1.033 6.529 -0.630  0.122
9 H -0.305 -1.052 4.687  0.131
10 H -0.170 -3.376 -3.988  0.125
11 O -2.297 1.211 0.124  -0.048
12 N -1.184 2.613 1.457  0.170
13 C -0.602 -1.154 -2.822  -0.197
14 C -3.413 4.141 1.686  -0.015
15 H 1.202 -3.798 1.320  0.051
16 H -2.469 2.493 -3.076  0.112
17 N -0.563 -0.091 -2.113  -0.040
18 C -2.170 3.371 -2.519  -0.038
19 As 2.000 -0.860 0.228  1.222
20 H -5.424 2.284 1.058  0.105
21 H 1.691 -3.756 -1.027  0.042
22 C 4.847 -0.189 0.751  -0.151
23 N -3.451 3.001 0.950  -0.007
24 Br -1.216 -2.416 -0.402  0.936
25 H 0.875 -7.827 -4.031  0.109
26 C -2.589 5.624 -1.814  -0.083
27 H 5.148 -0.930 0.009  0.063
28 C -1.379 5.640 -1.143  -0.014
29 C 3.486 0.417 0.421  -0.404
30 C -0.219 -7.763 -2.187  -0.069
31 C -0.718 -2.479 -2.254  -0.565
32 N -0.498 1.096 -2.736  0.010
33 H -1.323 -7.378 -0.389  0.109
34 C 0.253 -5.840 -3.541  -0.037
35 C 2.691 -3.371 -1.227  -0.149
36 O -1.067 -0.467 2.031  -0.121
37 H 3.348 -3.686 -0.416  0.066
38 H 0.851 3.520 2.616  0.095
39 O 2.285 2.153 3.447  0.060
40 H 1.453 0.413 5.461  0.128
41 H 0.349 1.778 5.374  0.125
42 C 0.060 2.232 -1.989  -0.359
43 H 0.707 -5.411 -4.427  0.114
44 H -1.497 -4.976 -0.774  0.047
45 H 3.533 0.966 -0.523  0.070
46 C 2.458 -2.069 1.729  -0.393
47 C -3.001 4.482 -2.485  -0.097
48 H 1.618 -3.593 3.020  0.078
49 O 0.601 4.570 -0.451  0.067
50 H 2.043 -1.552 -2.195  0.042
51 Sc -0.317 0.533 0.339  0.788
52 C -0.304 0.070 2.872  -0.515
53 C -0.420 -0.014 4.372  -0.052
54 H 0.858 2.643 -2.631  0.165
55 H -0.309 1.079 -3.729  0.147
56 H -1.414 0.312 4.680  0.131
57 H 0.408 -2.547 2.273  0.032
58 H 3.684 -1.479 -1.574  0.060
59 H -4.339 4.697 1.739  0.147
60 H -3.207 6.514 -1.822  0.108
61 N 0.008 4.058 2.780  0.232
62 C 1.356 -3.058 2.106  -0.166
63 C 1.365 1.367 3.534  -0.492
64 C -0.969 -5.585 -1.490  -0.052
65 C -2.305 2.255 0.823  -0.468
66 C 0.710 0.904 4.834  -0.057
67 H 3.049 -3.830 -2.149  0.079
68 C -0.567 4.511 -1.134  -0.284
69 C -0.876 -6.950 -1.276  -0.068
70 H 0.969 3.667 -0.411  0.087
71 H -4.476 1.733 -0.337  0.096
72 C -0.951 3.371 -1.857  -0.112
73 H 4.841 -0.669 1.729  0.062
74 C -1.126 3.739 2.171  -0.327
75 C -0.408 -5.004 -2.632  -0.231
76 N 0.719 0.808 2.452  0.070
77 H 5.602 0.596 0.773  0.077
78 H 3.194 1.135 1.190  0.047
79 H -0.547 -1.092 -3.910  0.142
80 C -0.457 -3.586 -2.959  -0.078
81 H 3.384 -2.600 1.511  0.065
82 H 2.655 -1.392 2.564  0.063
83 H -2.268 5.470 2.878  0.122
84 C 2.682 -1.851 -1.362  -0.373
85 H -0.163 -8.830 -2.018  0.109

Cartesian forces (eV/Å) of the 2 atoms listed first:
C -0.14 -0.05 -0.08
C 0.00 0.06 -0.01

Computed properties:
DFT total energy ... -203556.6342 eV
Charge ... +1
HOMO energy ... -10.4 eV
Energy relative to the best compared isomer or geometry (same formula, charge and spin) ... 24.2 kJ/mol



Record 3
C31H40NOPS2SiTi | ωB97M-V/def2-TZVPD

Each line ends with the Löwdin charge.
Cartesian coordinates (Å):
1 C -3.334 -3.508 1.731  -0.072
2 H 0.353 -0.163 -3.800  0.055
3 H -4.673 2.250 -4.947  0.109
4 C -1.789 -4.836 0.457  -0.092
5 H 3.872 3.808 2.767  0.097
6 H 1.499 1.971 -0.042  0.051
7 C 2.711 2.004 2.702  -0.138
8 H 5.186 0.423 -1.655  0.063
9 H -3.940 2.426 2.533  0.114
10 H -2.663 -1.484 2.053  0.110
11 C -5.856 0.169 0.881  -0.070
12 C -3.313 1.313 0.819  -0.059
13 C 2.361 2.194 -0.677  -0.149
14 O -1.153 0.044 -0.689  -0.633
15 H -2.861 3.920 -5.122  0.107
16 C -3.737 1.176 -3.350  -0.076
17 C 3.934 -0.038 2.790  -0.135
18 C -0.254 0.773 3.257  -0.259
19 N -1.296 -2.553 0.947  -0.097
20 C 2.382 1.280 -1.899  -0.393
21 H 1.774 2.548 2.652  0.090
22 H 0.679 -1.638 -4.709  0.071
23 C -2.455 -2.451 1.607  -0.136
24 C 5.126 0.670 2.856  -0.102
25 C 3.787 -0.998 -0.784  -0.388
26 C 0.703 -1.195 -3.713  -0.159
27 C 3.897 2.724 2.768  -0.108
28 S 0.587 -3.700 -0.460  0.564
29 H -0.749 1.953 -1.944  0.099
30 C -3.693 0.358 -0.113  -0.388
31 H 2.397 -2.313 -2.979  0.079
32 H 3.702 -2.079 -0.632  0.078
33 C 2.105 -1.268 -3.108  -0.406
34 C -4.946 -0.235 -0.085  -0.087
35 C 5.113 2.059 2.837  -0.109
36 H 3.971 -1.123 2.808  0.096
37 H -5.198 -1.014 -0.794  0.113
38 H 3.861 -0.562 0.214  0.049
39 H 0.287 -2.350 3.828  0.006
40 P 2.151 -0.487 -1.441  0.877
41 H -4.256 -3.388 2.281  0.099
42 C -5.494 1.130 1.815  -0.066
43 H 2.004 -2.509 3.503  0.010
44 C -2.635 1.122 -2.511  -0.359
45 C -0.946 -3.724 0.375  -0.761
46 H 3.249 2.049 -0.059  0.062
47 H 1.568 1.528 -2.587  0.060
48 H -2.309 1.718 0.798  0.111
49 C -4.224 1.695 1.788  -0.054
50 H 0.070 1.197 4.213  0.025
51 H 5.909 -1.106 -1.176  0.070
52 C -2.798 3.131 -4.384  -0.071
53 H 2.839 -0.799 -3.769  0.076
54 C -1.605 2.042 -2.601  -0.066
55 H -4.525 0.435 -3.274  0.112
56 H -0.518 1.604 2.596  -0.004
57 H 6.068 0.139 2.926  0.097
58 C 5.018 -0.655 -1.616  -0.142
59 H -6.200 1.431 2.577  0.108
60 H -1.488 -5.761 -0.014  0.102
61 H -0.007 -1.742 -3.087  0.046
62 C 1.226 -1.792 3.778  -0.252
63 H -3.644 -5.576 1.217  0.106
64 Ti 0.256 -1.299 0.134  0.298
65 H 2.319 3.246 -0.964  0.072
66 Si 1.074 -0.387 2.491  0.525
67 H 4.934 -1.021 -2.640  0.061
68 S -2.511 -0.208 -1.316  1.071
69 C -3.818 2.193 -4.287  -0.070
70 H -0.897 3.782 -3.627  0.111
71 C -1.695 3.055 -3.546  -0.059
72 C 2.695 0.606 2.697  -0.320
73 H 6.040 2.617 2.890  0.094
74 C -2.984 -4.721 1.139  -0.071
75 H -6.838 -0.282 0.918  0.108
76 H 3.312 1.395 -2.464  0.074
77 H 1.453 -1.415 4.779  0.023
78 H -1.171 0.203 3.442  0.003

Cartesian forces (eV/Å) of the 2 atoms listed first:
C 0.01 0.04 0.02
H 0.00 0.00 0.00

Computed properties:
Spin multiplicity ... 3
DFT total energy ... -98286.9293 eV
Expectation value of S² ... 2.01
HOMO energy (spin up / spin down) ... -5.8 / -6.4 eV
Energy relative to the best compared isomer or geometry (same formula, charge and spin) ... 0.0 kJ/mol